[1]
{"formula": "C9H25Cl2N3P", "method": "ωB97M-V/def2-TZVPD", "homo_ev": -12.65, "lumo_energy_ev": -2.639, "total_charge": 1, "total_energy_ev": -48537.083, "gap_ev": 10.011, "multiplicity": 1, "species": ["C", "C", "C", "C", "P", "C", "C", "C", "N", "N", "N", "H", "H", "H", "H", "H", "H", "H", "H", "H", "H", "H", "H", "H", "H", "H", "H", "H", "H", "H", "H", "H", "Cl", "C", "C", "Cl", "H", "H", "H", "H"], "coordinates": [[-1.321, -1.527, 2.538], [-1.769, -0.083, 2.826], [-1.344, 0.308, 4.247], [-1.131, 0.915, 1.867], [-1.632, 0.749, 0.115], [-2.904, -0.500, -0.116], [-0.149, 0.571, -0.922], [-0.163, -0.567, -1.953], [-1.384, -0.523, -2.741], [1.000, -0.296, -2.815], [0.017, -1.833, -1.243], [-0.324, -1.561, 2.106], [-1.261, -2.066, 3.476], [-2.027, -2.078, 1.929], [-2.852, -0.039, 2.769], [-1.972, -0.167, 4.989], [-1.396, 1.386, 4.369], [-0.310, 0.021, 4.402], [-0.049, 0.855, 1.927], [-1.403, 1.924, 2.165], [-2.228, 1.962, -0.228], [-3.445, -0.247, -1.020], [-2.505, -1.497, -0.224], [-3.600, -0.441, 0.712], [0.740, 0.463, -0.306], [-0.029, 1.490, -1.482], [-1.857, -1.413, -2.780], [-1.246, -0.133, -3.662], [0.842, -0.673, -3.743], [1.778, -0.820, -2.428], [-0.358, -2.624, -1.751], [-0.309, -1.825, -0.285], [3.858, -0.542, -0.672], [4.562, 1.084, -0.893], [4.094, 1.720, -2.177], [4.725, 0.874, -3.609], [5.643, 0.979, -0.869], [4.251, 1.689, -0.043], [4.449, 2.748, -2.226], [3.008, 1.717, -2.248]], "forces_ev_per_angstrom": [[-0.22, 0.16, 0.32], [0.48, -0.46, 0.43], [-0.01, 0.25, -0.49], [-0.56, 0.10, -0.35], [0.47, -0.09, 0.20], [-0.22, 0.37, -0.18], [-0.14, -0.09, -0.08], [0.61, -0.47, -0.37], [-0.20, 0.27, 0.30], [-0.36, -0.29, 0.07], [-0.26, 0.40, 0.00], [0.14, -0.02, -0.14], [0.01, -0.18, 0.15], [0.00, -0.08, -0.29], [-0.23, 0.18, -0.06], [-0.04, -0.13, 0.17], [-0.14, 0.15, 0.21], [0.20, -0.11, 0.15], [0.22, -0.09, -0.08], [-0.04, 0.21, -0.02], [-0.04, -0.04, -0.06], [-0.01, 0.04, -0.21], [0.12, -0.13, 0.10], [-0.05, -0.08, 0.25], [0.06, 0.00, 0.29], [-0.08, 0.24, -0.08], [0.10, -0.02, -0.23], [-0.06, -0.04, -0.02], [-0.01, -0.01, 0.01], [0.22, 0.21, 0.00], [0.12, -0.06, 0.08], [-0.01, -0.18, -0.11], [-0.08, -0.07, 0.12], [0.04, 0.13, -0.03], [-0.03, 0.09, 0.00], [-0.03, -0.03, -0.02], [0.00, -0.06, -0.04], [-0.03, -0.02, -0.01], [0.05, -0.01, 0.01], [0.00, -0.05, -0.02]], "lowdin_charge": [-0.07, -0.47, -0.06, -0.28, 1.06, -0.20, -0.24, -0.71, 0.09, 0.08, 0.10, 0.08, 0.09, 0.07, 0.12, 0.09, 0.08, 0.09, 0.10, 0.10, 0.06, 0.06, 0.04, 0.06, 0.08, 0.10, 0.08, 0.09, 0.08, 0.03, 0.09, 0.05, 0.55, -0.64, -0.67, 0.55, 0.07, 0.07, 0.08, 0.04]}

---

[2]
{"formula": "C9H25INO6P2SbV", "method": "ωB97M-V/def2-TZVPD", "homo_ev": [-15.40, -15.11], "lumo_energy_ev": [-7.369, -6.723], "relative_energy_ev": 1.693, "total_charge": 2, "total_energy_ev": -82405.798, "gap_ev": [8.029, 8.384], "multiplicity": 2, "species": ["V", "N", "C", "C", "P", "O", "O", "O", "P", "O", "O", "O", "H", "H", "H", "H", "H", "H", "H", "H", "C", "C", "Sb", "C", "C", "C", "C", "H", "H", "H", "H", "H", "H", "H", "H", "H", "H", "H", "H", "H", "H", "H", "I", "C", "H", "H"], "coordinates": [[0.257, -0.211, -2.111], [4.000, 0.607, -1.791], [2.958, 0.622, -0.689], [3.636, 0.989, 0.630], [1.631, 1.845, -1.127], [2.581, 3.081, -1.369], [0.644, 1.982, -0.042], [1.055, 1.402, -2.486], [2.415, -1.184, -0.582], [2.067, -1.479, 0.930], [3.532, -1.921, -1.179], [1.022, -1.395, -1.267], [4.806, 1.187, -1.547], [3.634, 0.950, -2.683], [4.307, -0.385, -1.903], [4.049, 1.998, 0.589], [4.436, 0.280, 0.858], [2.921, 0.969, 1.448], [2.189, 3.961, -1.500], [2.700, -2.078, 1.364], [-1.601, 0.827, 3.106], [-0.414, 0.329, 2.286], [-1.064, -0.183, 0.272], [-2.661, 1.169, -0.310], [-4.052, 0.606, -0.035], [-1.715, -2.247, 0.463], [-2.554, -2.509, 1.708], [-1.245, 1.086, 4.104], [-2.376, 0.070, 3.214], [-2.045, 1.722, 2.669], [0.020, -0.577, 2.703], [0.337, 1.105, 2.176], [-2.505, 1.372, -1.370], [-2.475, 2.086, 0.247], [-4.250, -0.303, -0.603], [-4.799, 1.347, -0.323], [-4.193, 0.391, 1.024], [-0.788, -2.821, 0.483], [-2.258, -2.499, -0.448], [-2.041, -2.221, 2.626], [-2.761, -3.579, 1.772], [-3.511, -1.990, 1.670], [-0.991, 0.066, -4.526], [-1.353, -1.192, -2.829], [-1.164, -2.224, -3.119], [-2.380, -1.051, -2.504]], "forces_ev_per_angstrom": [[-4.96, 1.02, -2.14], [0.11, -0.09, -0.06], [-0.54, -0.05, -0.01], [0.08, 0.05, 0.16], [0.74, 1.62, 1.11], [0.03, 0.02, -0.19], [0.25, -0.04, -0.03], [0.97, 0.85, -0.37], [1.62, -0.41, 0.99], [0.11, 0.06, -0.27], [-0.04, -0.07, -0.08], [2.89, -3.36, 1.44], [-0.02, 0.08, 0.04], [0.01, -0.04, -0.07], [0.02, 0.05, 0.00], [0.03, -0.03, -0.10], [0.02, 0.04, 0.02], [-0.05, -0.03, -0.05], [0.02, -0.16, 0.04], [-0.10, 0.10, 0.00], [0.00, -0.06, -0.11], [-0.22, -0.02, -0.44], [-0.98, 0.31, 0.13], [0.14, -0.47, 0.38], [0.01, 0.12, -0.01], [-0.03, 0.53, 0.03], [-0.04, -0.05, -0.02], [-0.05, 0.02, 0.01], [-0.01, 0.03, 0.02], [-0.01, 0.01, 0.04], [0.07, -0.02, -0.04], [0.10, -0.08, -0.03], [0.04, 0.04, 0.01], [0.06, 0.03, -0.05], [-0.01, -0.02, 0.02], [-0.04, -0.06, 0.00], [-0.04, -0.01, -0.01], [0.02, 0.01, -0.08], [0.04, -0.03, -0.02], [0.02, -0.01, -0.02], [-0.04, 0.02, 0.05], [0.01, 0.00, 0.02], [-0.11, -0.22, -0.12], [-0.19, 0.25, -0.28], [0.06, 0.00, 0.04], [0.02, 0.07, 0.04]], "mulliken_spin": [1.32, 0.00, -0.02, 0.00, 0.02, 0.00, 0.00, 0.02, 0.00, 0.00, 0.00, 0.01, 0.00, 0.00, 0.00, 0.00, 0.00, 0.00, 0.00, 0.00, -0.01, -0.01, -0.23, -0.01, 0.00, -0.01, -0.01, 0.00, 0.00, 0.00, 0.00, 0.00, 0.00, 0.00, 0.00, 0.00, 0.00, 0.00, 0.00, 0.00, 0.00, 0.00, -0.01, -0.09, 0.01, 0.02]}

---

[3]
{"formula": "C9H25O7", "method": "ωB97M-V/def2-TZVPD", "homo_ev": -4.66, "lumo_energy_ev": 3.298, "relative_energy_ev": 1.355, "total_charge": -1, "total_energy_ev": -24061.307, "gap_ev": 7.960, "multiplicity": 1, "species": ["O", "C", "O", "O", "H", "C", "C", "O", "H", "H", "H", "H", "H", "H", "C", "C", "O", "H", "H", "H", "H", "H", "H", "C", "C", "O", "H", "H", "H", "H", "H", "H", "C", "C", "O", "H", "H", "H", "H", "H", "H"], "coordinates": [[-0.155, -0.192, 1.000], [0.360, -1.178, 0.289], [-0.019, -2.337, 0.299], [1.154, -0.799, -0.536], [0.392, 0.295, 0.379], [-2.167, 1.584, -0.721], [-2.696, 0.319, -0.014], [-3.442, 0.662, 1.214], [-1.456, 2.162, -0.131], [-2.984, 2.263, -0.962], [-1.661, 1.274, -1.636], [-1.964, -0.467, 0.172], [-3.434, -0.129, -0.680], [-2.861, 1.108, 1.834], [-3.941, -2.627, 1.796], [-2.740, -2.183, 0.948], [-1.532, -2.752, 1.406], [-4.804, -1.974, 1.659], [-3.722, -2.669, 2.863], [-4.340, -3.612, 1.555], [-2.377, -1.177, 1.161], [-2.843, -2.175, -0.137], [-0.751, -2.329, 1.039], [1.719, 2.627, -2.578], [1.480, 1.574, -1.593], [1.531, 0.324, -2.162], [0.902, 2.730, -3.292], [2.639, 2.566, -3.158], [1.758, 3.599, -2.087], [0.505, 1.837, -1.184], [2.145, 1.551, -0.730], [1.105, -0.256, -1.527], [4.590, 0.133, 1.345], [3.631, -0.147, 0.073], [2.439, 0.563, 0.208], [3.987, 0.153, 2.252], [4.861, 1.189, 1.333], [5.391, -0.603, 1.410], [3.416, -1.195, -0.134], [4.212, 0.161, -0.796], [1.673, 0.131, -0.177]], "forces_ev_per_angstrom": [[0.16, -0.14, 1.12], [-2.43, -4.72, 0.46], [8.15, 0.99, -5.26], [-1.37, -7.10, 0.28], [-0.97, 4.02, 1.31], [-0.20, -0.54, 0.38], [-0.78, 2.21, -0.38], [0.39, -0.26, -1.27], [0.10, -0.17, 0.20], [-0.09, -0.08, -0.11], [0.02, 0.11, -0.13], [-0.12, 1.76, -0.94], [-0.21, -0.01, 0.18], [0.34, -0.03, -0.09], [-0.31, 0.05, -0.61], [1.90, 0.33, 2.78], [-8.75, -4.98, 5.52], [0.03, 0.37, -0.02], [0.37, 0.27, -0.10], [0.36, -0.32, -0.30], [-2.44, -0.70, 0.97], [-0.50, -0.88, -0.37], [-1.36, -0.18, 1.66], [0.10, 1.87, -1.24], [-0.40, 1.83, -1.03], [0.91, 2.44, -5.43], [-0.14, -0.21, -0.31], [0.17, -0.41, 0.08], [0.06, 0.20, 0.24], [-0.75, -0.28, 0.26], [0.02, 2.13, -1.51], [-0.48, 0.11, -2.98], [-2.11, -0.09, -1.03], [0.90, 0.35, 1.45], [7.04, 2.60, 6.56], [-0.18, -0.79, 0.09], [0.79, -0.13, -0.54], [0.19, 0.40, 0.02], [0.13, -0.31, 0.53], [-0.06, 0.45, -0.39], [1.50, -0.14, -0.04]], "lowdin_charge": [0.20, -0.63, 0.22, 0.11, 0.09, -0.07, -0.30, -0.08, 0.06, 0.07, 0.08, 0.04, 0.12, 0.08, -0.07, -0.34, -0.10, 0.05, 0.07, 0.05, 0.05, 0.11, -0.26, -0.10, -0.39, -0.03, 0.06, 0.07, 0.07, 0.10, 0.05, -0.13, -0.06, -0.24, -0.14, 0.05, 0.05, 0.05, 0.12, 0.10, -0.18]}

---

[4]
{"formula": "C9H26AsN3Si2W", "method": "ωB97M-V/def2-TZVPD", "homo_ev": [-14.89, -14.91], "lumo_energy_ev": [-7.898, -7.921], "relative_energy_ev": 0.000, "total_charge": 2, "total_energy_ev": -92629.618, "gap_ev": [6.989, 6.987], "multiplicity": 1, "species": ["W", "N", "C", "C", "N", "H", "H", "H", "H", "H", "H", "H", "H", "C", "Si", "C", "C", "As", "Si", "C", "C", "C", "H", "H", "H", "H", "H", "H", "H", "H", "H", "H", "H", "H", "H", "H", "H", "H", "H", "H", "N", "C"], "coordinates": [[0.299, 1.416, -0.622], [0.284, 3.378, 0.422], [-1.014, 4.093, 0.218], [-1.429, 3.895, -1.218], [-1.468, 2.426, -1.501], [0.467, 3.252, 1.417], [1.044, 3.981, 0.100], [-0.923, 5.152, 0.457], [-1.743, 3.654, 0.900], [-0.700, 4.338, -1.899], [-2.396, 4.356, -1.416], [-1.503, 2.283, -2.510], [-2.338, 2.041, -1.136], [-1.467, -2.840, 2.641], [-1.639, -2.701, 0.809], [-3.325, -2.329, 0.153], [-0.608, -3.852, -0.199], [-0.554, -0.406, 0.462], [1.926, -0.589, 0.042], [2.452, -1.623, -1.398], [2.416, -1.306, 1.683], [2.663, 1.203, -0.028], [-1.922, -3.790, 2.943], [-1.991, -2.043, 3.169], [-0.427, -2.861, 2.966], [-3.930, -3.232, 0.290], [-3.314, -2.098, -0.912], [-3.818, -1.523, 0.697], [-1.061, -4.847, -0.114], [0.413, -3.933, 0.175], [-0.598, -3.589, -1.257], [1.875, -2.550, -1.418], [3.500, -1.907, -1.274], [2.325, -1.117, -2.353], [2.026, -2.316, 1.818], [2.094, -0.693, 2.524], [3.507, -1.380, 1.706], [2.337, 2.129, -0.536], [3.528, 0.949, -0.653], [2.998, 1.511, 0.962], [1.175, 2.097, -3.479], [0.836, 1.374, -2.630]], "forces_ev_per_angstrom": [[0.16, 0.05, -0.26], [0.03, -0.11, 0.12], [-0.10, 0.03, 0.06], [0.02, -0.01, -0.08], [-0.02, 0.00, -0.04], [-0.05, 0.03, 0.00], [0.00, -0.01, 0.00], [0.04, -0.01, 0.00], [0.02, -0.02, 0.00], [-0.01, 0.01, 0.00], [0.00, 0.00, -0.01], [0.04, 0.01, 0.01], [0.05, -0.02, 0.05], [-0.06, -0.07, -0.06], [0.01, 0.07, 0.06], [0.08, -0.01, 0.04], [-0.03, 0.04, 0.02], [-0.08, 0.14, -0.12], [0.17, -0.02, -0.31], [-0.04, -0.02, 0.13], [0.02, 0.11, 0.02], [-0.19, -0.04, 0.26], [0.01, 0.01, 0.02], [-0.01, 0.01, -0.01], [0.01, 0.00, -0.01], [-0.02, 0.01, -0.01], [0.00, -0.01, -0.01], [0.00, -0.01, 0.01], [0.00, 0.00, 0.00], [0.01, -0.01, -0.01], [0.01, 0.01, 0.00], [-0.01, 0.01, -0.03], [0.01, 0.02, -0.03], [-0.01, 0.02, 0.00], [-0.02, -0.01, -0.05], [0.00, 0.00, 0.00], [0.00, -0.01, 0.02], [0.00, 0.04, -0.18], [0.00, -0.06, 0.01], [0.05, -0.01, -0.01], [-0.14, -0.40, 0.23], [0.02, 0.26, 0.16]], "lowdin_charge": [0.81, -0.08, -0.19, -0.19, -0.10, 0.12, 0.13, 0.14, 0.13, 0.13, 0.14, 0.10, 0.11, -0.21, 0.41, -0.21, -0.20, 0.79, 0.28, -0.18, -0.20, -0.25, 0.06, 0.05, 0.04, 0.06, 0.04, 0.04, 0.06, 0.03, 0.05, 0.03, 0.06, 0.04, 0.04, 0.05, 0.06, 0.01, 0.08, 0.06, 0.07, -0.41]}